--- A ---
Entry from OMol25: C6H10NO2P in the gas phase (wB97M-V/def2-TZVPD).

```
20
C6H10NO2P, DFT wB97M-V/def2-TZVPD
C 1.83 -0.49 0.96
C -1.51 0.17 -0.87
C -0.52 1.24 -0.53
C -0.85 -1.28 -0.67
C -0.10 1.08 0.93
C -0.37 -1.33 0.87
N 0.57 -0.20 1.12
O 2.96 -0.61 -1.39
O 2.46 0.67 0.70
P 3.45 0.53 -0.60
H -2.36 0.33 -0.14
H -1.86 0.29 -1.95
H 0.40 0.95 -1.02
H -0.91 2.31 -0.75
H -1.72 -1.95 -0.74
H -0.01 -1.53 -1.41
H 0.61 1.87 1.18
H -0.92 1.32 1.62
H -1.34 -1.14 1.43
H 0.16 -2.24 1.24
```

The net charge is 0. The calculation puts the HOMO energy at -8.775 eV.

Here are the Mulliken charges for atoms 1 to 5, given in e: atom 1 (C): -0.38, atom 2 (C): -0.62, atom 3 (C): -0.29, atom 4 (C): -0.49, atom 5 (C): -0.86

***

--- B ---
Entry from OMol25: C6H10NO2P in the gas phase (wB97M-V/def2-TZVPD).

```
20
C6H10NO2P, DFT wB97M-V/def2-TZVPD
C -0.42 -0.85 0.21
C 0.34 0.17 0.84
C -0.34 -0.76 -1.15
C 1.43 0.79 0.22
C -0.59 0.09 3.30
C -0.04 0.17 -3.77
N 0.38 0.35 2.23
O -0.55 -1.89 -1.98
O 1.93 1.98 0.71
P -0.30 0.80 -2.05
H -1.02 -1.61 0.76
H -0.19 -0.56 4.14
H -1.10 0.96 3.81
H -1.41 -0.48 2.89
H 0.94 -0.23 -3.96
H -0.22 1.05 -4.42
H -0.69 -0.61 -4.07
H 1.14 0.94 2.50
H -0.58 -2.75 -1.57
H 1.31 2.43 1.35
```

The net charge is 0. The calculation puts the HOMO energy at -7.501 eV.

Here are the Mulliken charges for atoms 1 to 5, given in e: atom 1 (C): -0.69, atom 2 (C): 1.18, atom 3 (C): 0.42, atom 4 (C): -0.77, atom 5 (C): -0.88

***

Relative energy of each structure, in eV: A 0.000; B 3.419.

***

--- A ---
Entry from OMol25: C2H3FO3S in the gas phase (wB97M-V/def2-TZVPD).

```
10
C2H3FO3S, DFT wB97M-V/def2-TZVPD
C 1.31 0.39 -0.52
C 0.64 -0.48 0.47
O -2.55 1.40 0.36
O -2.35 -0.84 -0.77
O -0.41 0.04 1.00
F 0.46 -1.83 0.14
S -1.76 0.44 -0.36
H 1.92 1.22 -0.13
H 1.39 0.09 -1.57
H 1.35 -0.43 1.37
```

The net charge is 0. The calculation puts the HOMO energy (spin up / spin down) at -10.658 / -10.009 eV.

Here are the Mulliken charges for atoms 1 to 5, given in e: atom 1 (C): -0.66, atom 2 (C): 0.44, atom 3 (O): -0.43, atom 4 (O): -0.41, atom 5 (O): -0.35

***

--- B ---
Entry from OMol25: C2H3FO3S in the gas phase (wB97M-V/def2-TZVPD).

```
10
C2H3FO3S, DFT wB97M-V/def2-TZVPD
C 0.11 0.86 0.72
C 0.50 0.78 -0.53
O 0.76 -1.83 0.13
O -1.35 -0.93 1.03
O -0.82 -0.97 -1.44
F -0.11 1.30 -1.56
S -0.47 -1.15 -0.09
H 0.70 0.26 1.42
H -0.84 1.32 1.05
H 1.52 0.35 -0.73
```

The net charge is 0. The calculation puts the HOMO energy at -11.173 eV.

Here are the Mulliken charges for atoms 1 to 5, given in e: atom 1 (C): -0.67, atom 2 (C): 0.10, atom 3 (O): -0.48, atom 4 (O): -0.50, atom 5 (O): -0.46

***

Relative energy of each structure, in eV: A 1.356; B 0.000.

***

--- A ---
Entry from OMol25: 2 unconnected molecules or ions with the total composition C15H18O2 (wB97M-V/def2-TZVPD).

```
35
C15H18O2, DFT wB97M-V/def2-TZVPD
C 2.42 1.60 -1.52
C 1.35 -2.01 -1.44
C 1.36 -0.67 -1.78
C 2.04 -2.51 -0.33
C 2.26 0.16 -1.09
C 2.84 -1.67 0.41
C 3.02 -0.36 -0.07
O 1.71 -3.76 0.16
H 0.62 -2.69 -1.85
H 0.90 -0.35 -2.70
H 0.76 -3.83 0.27
H 3.28 -1.90 1.36
H 1.49 2.16 -1.41
H 2.67 1.63 -2.57
H 3.69 0.26 0.51
H 3.26 2.13 -1.09
C -1.10 0.88 2.93
C 0.43 0.91 2.85
C -1.73 1.00 1.55
C -1.79 -0.21 0.83
C -1.90 2.20 0.91
C -2.30 -0.17 -0.45
C -2.58 2.22 -0.31
C -2.87 1.03 -0.92
O -3.47 1.06 -2.17
H -1.48 -0.01 3.45
H -1.40 1.70 3.58
H 0.78 0.11 2.22
H -1.35 -1.15 1.12
H -1.66 3.14 1.37
H -2.29 -0.96 -1.18
H -2.79 3.19 -0.74
H -3.17 0.28 -2.65
H 0.88 1.06 3.83
H 0.73 1.78 2.24
```

The net charge is 0. The calculation puts the HOMO energy at -8.462 eV. The SMILES is CCc1ccc(O)cc1.Cc1ccc(O)cc1.

Here are the Mulliken charges for atoms 1 to 5, given in e: atom 1 (C): -1.54, atom 2 (C): -0.43, atom 3 (C): -0.60, atom 4 (C): 0.37, atom 5 (C): 0.77

***

--- B ---
Entry from OMol25: 2 unconnected molecules or ions with the total composition C15H18O2 (wB97M-V/def2-TZVPD).

```
35
C15H18O2, DFT wB97M-V/def2-TZVPD
C 4.14 -0.95 -2.95
C 0.30 -1.74 -1.56
C 0.98 -0.68 -1.00
C 0.79 -2.60 -2.51
C 2.26 -0.39 -1.45
C 2.15 -2.38 -3.00
C 2.84 -1.28 -2.37
O -0.95 -2.20 -1.21
H 0.55 -0.31 -0.12
H -1.65 -1.55 -1.00
H 0.21 -3.39 -2.94
H 2.86 0.35 -0.95
H 2.53 -2.80 -3.91
H 4.04 -0.10 -3.65
H 4.42 -1.92 -3.50
H 4.94 -0.74 -2.17
C -2.64 0.58 0.27
C -3.41 -0.71 0.85
C -1.80 1.23 1.23
C -1.06 0.51 2.19
C -1.68 2.65 1.34
C -0.17 1.07 3.13
C -0.85 3.29 2.28
C -0.17 2.44 3.16
O 0.46 3.14 4.11
H -2.11 0.25 -0.71
H -3.47 1.36 -0.10
H -4.20 -0.98 0.21
H -1.08 -0.60 2.07
H -2.06 3.28 0.58
H 0.32 0.45 3.83
H -0.80 4.37 2.43
H 0.67 2.52 4.76
H -3.67 -0.71 1.92
H -2.68 -1.45 0.73
```

The net charge is 0. The calculation puts the HOMO energy at -8.304 eV. The SMILES is CCc1ccc(O)cc1.Cc1ccc(O)cc1.

Here are the Mulliken charges for atoms 1 to 5, given in e: atom 1 (C): -1.21, atom 2 (C): 0.44, atom 3 (C): -0.05, atom 4 (C): -0.46, atom 5 (C): -0.89

***

Relative energy of each structure, in eV: A 0.000; B 1.095.

***

--- A ---
Entry from OMol25: a gas-phase ion, C5H12IN2 (charge +1) (wB97M-V/def2-TZVPD).

```
20
C5H12IN2, DFT wB97M-V/def2-TZVPD
C 1.23 2.12 -0.10
C 0.78 -2.16 -0.18
C -1.33 -0.26 -0.51
C -0.75 1.74 1.28
C 0.99 -0.74 -0.57
N -0.05 0.14 0.01
N 0.25 1.43 0.26
I 1.57 -0.42 -2.62
H 1.95 1.75 -0.87
H 1.47 3.04 0.50
H -0.11 -2.66 -0.58
H 0.87 -2.29 0.85
H 1.60 -2.62 -0.66
H -2.03 0.52 -0.68
H -1.10 -0.77 -1.41
H -1.60 -0.99 0.15
H -1.68 1.82 0.87
H -0.69 2.73 1.78
H -0.70 0.99 2.07
H 1.94 -0.44 0.04
```

The net charge is +1. The calculation puts the HOMO energy at -13.365 eV. The SMILES is C=[N+](C)N(C)[C@@H](C)I.

Here are the Mulliken charges for atoms 1 to 5, given in e: atom 1 (C): -0.01, atom 2 (C): -1.33, atom 3 (C): -1.01, atom 4 (C): -0.86, atom 5 (C): -0.82

***

--- B ---
Entry from OMol25: a gas-phase ion, C5H12IN2 (charge +1) (wB97M-V/def2-TZVPD).

```
20
C5H12IN2, DFT wB97M-V/def2-TZVPD
C -0.19 -0.02 -0.34
C -1.08 -2.37 0.50
C 1.70 1.35 -0.84
C 0.51 1.61 1.43
C -1.20 -0.89 0.50
N 0.57 0.94 0.08
N -0.01 -0.55 -1.59
I -3.10 -0.22 -0.43
H -1.63 -3.04 -0.20
H -1.46 -2.80 1.39
H 0.03 -2.67 0.30
H 1.14 1.83 -1.73
H 2.31 2.14 -0.35
H 2.27 0.51 -1.25
H 0.65 2.72 1.19
H -0.36 1.55 2.15
H 1.53 1.33 1.92
H -1.29 -0.43 1.57
H -0.74 -1.14 -2.08
H 0.36 0.14 -2.22
```

The net charge is +1. The calculation puts the HOMO energy at -13.317 eV. The SMILES is C[C@H](I)C(=[NH2+])N(C)C.

Here are the Mulliken charges for atoms 1 to 5, given in e: atom 1 (C): 0.61, atom 2 (C): -1.17, atom 3 (C): -1.14, atom 4 (C): -0.91, atom 5 (C): -0.40

***

Relative energy of each structure, in eV: A 2.201; B 0.000.

***

--- A ---
Entry from OMol25: 2 unconnected molecules or ions with the total composition C4H13NP (wB97M-V/def2-TZVPD).

```
19
C4H13NP, DFT wB97M-V/def2-TZVPD
C 1.78 1.67 0.14
C -1.23 -0.98 -1.33
C -0.71 -1.47 1.05
C 1.81 0.28 -0.19
N -0.74 -0.49 -0.02
P -1.59 0.88 0.52
H 2.61 1.91 0.85
H 1.90 2.27 -0.84
H 0.83 1.85 0.71
H -1.54 -0.16 -1.90
H -0.60 -1.73 -1.73
H -2.18 -1.58 -1.17
H -0.27 -1.13 1.91
H -1.65 -2.05 1.36
H 0.07 -2.08 0.73
H 1.85 -0.59 0.45
H 1.95 0.08 -1.22
H -0.69 1.60 1.32
H -1.62 1.74 -0.64
```

The net charge is +1. The calculation puts the HOMO energy (spin up / spin down) at -12.812 / -12.813 eV.

Here are the Mulliken charges for atoms 1 to 5, given in e: atom 1 (C): -0.45, atom 2 (C): -1.00, atom 3 (C): -1.29, atom 4 (C): -0.16, atom 5 (N): 0.22

***

--- B ---
Entry from OMol25: 2 unconnected molecules or ions with the total composition C4H13NP (wB97M-V/def2-TZVPD).

```
19
C4H13NP, DFT wB97M-V/def2-TZVPD
C 2.63 0.90 -0.40
C -3.03 -0.16 -0.59
C 1.88 0.35 0.88
C 0.69 -0.47 0.76
N -2.02 0.32 0.33
P 0.11 -1.29 -0.70
H 2.66 0.18 -1.22
H 3.57 1.28 0.03
H 2.21 1.82 -0.93
H -4.04 0.22 -0.50
H -2.68 0.23 -1.57
H -2.90 -1.27 -0.59
H 1.58 1.19 1.43
H 2.60 -0.24 1.42
H 0.16 -0.39 1.66
H -2.49 0.44 1.28
H -1.34 0.99 -0.07
H -0.63 -2.12 0.12
H 1.04 -1.98 -1.34
```

The net charge is +1. The calculation puts the HOMO energy at -13.001 eV.

Here are the Mulliken charges for atoms 1 to 5, given in e: atom 1 (C): -1.08, atom 2 (C): -0.82, atom 3 (C): -0.31, atom 4 (C): -0.18, atom 5 (N): -0.49

***

Relative energy of each structure, in eV: A 0.193; B 0.000.

***

--- A ---
Entry from OMol25: a molecular structure, C3H3I3O (wB97M-V/def2-TZVPD).

```
10
C3H3I3O, DFT wB97M-V/def2-TZVPD
C 0.59 -1.13 -1.34
C 0.27 1.05 0.32
C 1.33 -0.85 -0.23
O 0.85 -0.86 -2.49
I 0.69 2.26 -1.28
I 1.06 -2.11 1.40
I 3.29 -0.17 -0.80
H -0.41 -1.56 -1.11
H 0.71 1.10 1.32
H -0.54 0.44 0.40
```

The net charge is 0. The calculation puts the HOMO energy (spin up / spin down) at -8.978 / -8.979 eV.

Here are the Mulliken charges for atoms 1 to 5, given in e: atom 1 (C): 0.15, atom 2 (C): -0.83, atom 3 (C): -0.77, atom 4 (O): -0.44, atom 5 (I): 0.26

***

--- B ---
Entry from OMol25: 2 unconnected molecules or ions with the total composition C3H3I3O (wB97M-V/def2-TZVPD).

```
10
C3H3I3O, DFT wB97M-V/def2-TZVPD
C -2.36 -1.15 0.50
C -1.74 -0.07 0.09
C 0.80 0.19 0.44
O 0.97 1.45 0.10
I -4.53 -1.37 0.04
I -1.97 1.81 -0.71
I 1.63 -1.17 -0.97
H -2.03 -1.93 1.27
H 0.65 -0.07 1.55
H 0.95 1.59 -0.93
```

The net charge is 0. The calculation puts the HOMO energy (spin up / spin down) at -7.830 / -8.002 eV.

Here are the Mulliken charges for atoms 1 to 5, given in e: atom 1 (C): -0.27, atom 2 (C): -0.31, atom 3 (C): -0.32, atom 4 (O): -0.40, atom 5 (I): -0.09

***

Relative energy of each structure, in eV: A 0.000; B 1.431.